Below is a structure of composition C4H9N2O2S, with properties calculated with wB97M-V/def2-TZVPD.

Structure (XYZ):
```
18
C4H9N2O2S, DFT wB97M-V/def2-TZVPD
C -3.0827 -0.4515 0.0961
C 0.6259 -0.8903 -0.7093
C 1.7707 0.3559 0.4972
C 1.0392 0.6163 -0.7705
N -0.0586 1.5561 -0.6774
N 0.8781 -0.8295 0.7409
O -1.0661 0.6122 1.5670
O -2.5209 -1.4453 -0.0954
S -1.5644 1.3306 0.2778
H -4.0612 -0.2032 0.3608
H -0.3838 -1.2176 -1.0038
H 1.4652 -1.5681 -1.1522
H 2.7582 0.0782 0.2376
H 1.7014 1.0153 1.3753
H 1.5853 0.7943 -1.7528
H -0.2844 2.0501 -1.6234
H -0.2398 -0.1973 1.4516
H 1.4378 -1.6062 1.1805
```

energy above the lowest of the compared OMol25 structures with the same formula, charge and spin = 82.8 kcal/mol
total charge = +1
E_HOMO (spin up / spin down) = -12.888 / -12.888 eV
gap between HOMO and LUMO (spin up / spin down) = 8.1 / 8.1 eV



Below is a structure of composition C37H34As2FIrN2O4S2, with properties calculated with wB97M-V/def2-TZVPD.

Structure (XYZ):
```
83
C37H34As2FIrN2O4S2, DFT wB97M-V/def2-TZVPD
Ir 1.6257 0.5230 -0.1351
O 3.5243 0.9640 0.4789
N 3.8591 2.2792 0.4076
C 5.0332 2.6041 0.9950
C 5.4889 3.8892 0.9611
C 4.7199 4.8605 0.3097
C 3.5259 4.5081 -0.2648
C 3.0695 3.1834 -0.2121
S 1.5410 2.7135 -0.8868
H 5.5386 1.7731 1.4638
H 6.4285 4.1300 1.4345
H 5.0604 5.8857 0.2671
H 2.8972 5.2341 -0.7605
C 0.5057 -3.4912 2.0725
C 0.6520 -3.9519 0.8412
As -0.7576 0.0147 -0.1426
C -1.6829 -1.6500 -0.4781
C -2.0523 -2.4915 0.5614
C -2.7872 -3.6396 0.2910
C -3.1362 -3.9509 -1.0129
C -2.7664 -3.1066 -2.0553
C -2.0485 -1.9528 -1.7891
C -1.9398 1.2198 -1.0753
C -1.4718 2.0132 -2.1131
C -2.3538 2.8271 -2.8143
C -3.6985 2.8458 -2.4773
C -4.1725 2.0299 -1.4550
C -3.2980 1.2093 -0.7617
As -0.4500 0.2731 2.2655
C -2.1925 0.1177 3.1163
C -2.2225 -0.7700 4.1892
C -3.4000 -0.9664 4.8997
C -4.5503 -0.2856 4.5332
C -4.5248 0.5990 3.4616
C -3.3508 0.8020 2.7529
C -0.0590 2.1815 2.1928
C -0.8681 3.1781 1.6510
C -0.4380 4.4950 1.6513
C 0.7989 4.8305 2.1914
C 1.6092 3.8470 2.7350
C 1.1829 2.5239 2.7327
H 1.2390 -2.8202 2.5056
H -0.3474 -3.7624 2.6844
H -0.0755 -4.6166 0.3904
H 1.5091 -3.6676 0.2402
H -1.7754 -2.2635 1.5843
H -3.0805 -4.2912 1.1035
H -3.7021 -4.8491 -1.2213
H -3.0485 -3.3422 -3.0731
H -1.7901 -1.2831 -2.6021
H -0.4263 1.9955 -2.3945
H -1.9860 3.4426 -3.6246
H -4.3829 3.4849 -3.0190
H -5.2262 2.0232 -1.2093
H -3.6774 0.5389 0.0047
H -1.3261 -1.3093 4.4743
H -3.4150 -1.6508 5.7373
H -5.4688 -0.4402 5.0834
H -5.4220 1.1342 3.1795
H -3.3434 1.5070 1.9299
H -1.8249 2.9362 1.2071
H -1.0691 5.2646 1.2265
H 1.1241 5.8630 2.1925
H 2.5677 4.1057 3.1687
H 1.8140 1.7537 3.1655
N 2.5710 -0.1503 -1.7659
C 2.3787 -1.4783 -2.3635
C 1.2393 -2.2145 -2.1310
C 1.0926 -3.4476 -2.7418
C 2.1019 -3.9209 -3.5669
C 3.2646 -3.1940 -3.7773
C 3.4027 -1.9601 -3.1649
S 1.9018 -5.4792 -4.3611
O 1.0580 -6.3043 -3.5279
O 3.1858 -5.9423 -4.7758
O 1.0127 -5.2455 -5.5569
H 3.5404 -0.1118 -1.4309
H 2.4807 0.5780 -2.4759
H 0.4920 -1.8721 -1.4390
H 0.2108 -4.0452 -2.5517
H 4.0515 -3.5956 -4.4000
H 4.3076 -1.3825 -3.3135
F 2.0020 -1.2861 0.5880
```

energy above the lowest of the compared OMol25 structures with the same formula, charge and spin = 90.4 kcal/mol
total charge = +1
<S²> = 0.761
E_HOMO (spin up / spin down) = -11.075 / -11.075 eV
spin multiplicity = 2
gap between HOMO and LUMO (spin up / spin down) = 7.3 / 5.4 eV



Below is a cluster of 3 separate species, C25H55ClN7O6P2 in total, with properties calculated with wB97M-V/def2-TZVPD.

Structure (XYZ):
```
96
C25H55ClN7O6P2, DFT wB97M-V/def2-TZVPD
O 5.2874 -5.9942 1.5925
C 5.1303 -5.0878 2.3427
O 5.5014 -5.1561 3.6855
Cl 7.1756 -4.9183 3.7887
C 4.5331 -3.7714 1.9510
C 4.9035 -2.6103 2.6228
C 4.3652 -1.4241 2.2063
N 3.4968 -1.3448 1.1814
C 3.0209 0.0016 0.7944
C 4.1301 1.0307 0.5488
C 3.6376 2.4470 0.8711
O 4.7293 3.3315 1.0576
C 3.0858 -2.4621 0.5428
C 2.1046 -2.4038 -0.5906
C 0.7258 -1.8282 -0.2188
C 0.1864 -2.2350 1.1694
C -0.1261 -1.0315 2.0714
O 0.8642 -0.8419 3.0845
C 3.6117 -3.6855 0.9280
H 5.6137 -2.5957 3.4332
H 4.6329 -0.4984 2.6877
H 2.3896 -0.0291 -0.0801
H 2.3882 0.3545 1.6110
H 4.4094 0.9782 -0.5035
H 5.0398 0.8477 1.1209
H 3.0422 2.8543 0.0591
H 3.0410 2.4123 1.7897
H 5.2713 2.9652 1.7620
H 1.9616 -3.4121 -0.9688
H 2.5681 -1.8331 -1.4010
H 0.0290 -2.2108 -0.9635
H 0.6751 -0.7494 -0.3294
H -0.7653 -2.7436 1.0174
H 0.8239 -2.9311 1.7153
H -1.0889 -1.1909 2.5610
H -0.2258 -0.1166 1.4913
H 0.7474 -1.5128 3.7614
H 3.3195 -4.5933 0.4216
O -3.1385 1.7086 1.8662
P -4.1147 1.1307 2.8518
N -5.6092 1.6277 2.2224
C -6.6692 2.3004 2.9384
C -5.9107 1.3401 0.8301
N -3.5930 2.0256 4.2516
C -4.1599 3.3325 4.5347
C -2.1444 2.0517 4.3931
N -4.7563 -0.0731 3.8587
C -5.3686 -1.2371 3.2151
C -4.6067 -0.1904 5.3068
H -6.8057 1.9013 3.9479
H -7.6220 2.1602 2.4252
H -6.4906 3.3771 3.0074
H -6.6065 0.4956 0.7433
H -5.0034 1.0831 0.2842
H -6.3540 2.2048 0.3293
H -4.0934 4.0221 3.6815
H -3.6355 3.7826 5.3792
H -5.2016 3.2533 4.8446
H -1.6701 2.7883 3.7337
H -1.7128 1.0746 4.1594
H -1.8798 2.2874 5.4273
H -6.4572 -1.2104 3.3225
H -4.9975 -2.1728 3.6370
H -5.1398 -1.2597 2.1490
H -5.2027 0.5651 5.8180
H -3.5744 -0.1005 5.6362
H -4.9614 -1.1703 5.6329
O 2.3515 1.1947 -3.4871
P 1.4235 1.0140 -4.6533
N 0.0112 0.4356 -3.9099
C -0.7755 -0.7095 -4.3015
C -0.4992 1.1645 -2.7651
N 2.2920 -0.1964 -5.5425
C 2.0652 -1.6015 -5.2718
C 3.7186 0.0904 -5.6328
N 0.6875 1.5838 -6.0531
C -0.2235 2.7244 -5.9223
C 0.9944 1.2041 -7.4304
H -0.8771 -0.7906 -5.3874
H -1.7901 -0.6261 -3.9076
H -0.3522 -1.6453 -3.9195
H -1.3775 1.7696 -3.0188
H 0.2566 1.8395 -2.3648
H -0.7796 0.4775 -1.9583
H 2.1785 -1.8575 -4.2051
H 2.7738 -2.2035 -5.8425
H 1.0769 -1.9166 -5.6058
H 4.2597 -0.1798 -4.7181
H 3.8903 1.1525 -5.8151
H 4.1514 -0.4607 -6.4709
H -1.2617 2.4059 -6.0563
H 0.0025 3.5037 -6.6503
H -0.1385 3.1825 -4.9364
H 0.6336 0.1979 -7.6425
H 2.0568 1.2487 -7.6565
H 0.4942 1.8886 -8.1167
```

total charge = +1
E_HOMO = -9.859 eV
gap between HOMO and LUMO = 5.3 eV